(1)
89
Properties=species:S:1:pos:R:3:forces:R:3 method="wB97M-V/def2-TZVPD" charge=+2 homo_ev=-12.98
C -4.300252 -3.359850 -1.204783 -0.008 0.012 0.008
H 1.664364 5.333875 -0.353399 0.006 0.001 -0.005
H 1.289142 3.985968 -3.982613 -0.017 0.006 -0.001
C -0.327022 1.325882 -3.177507 -0.135 0.436 0.252
H -4.733261 -0.266084 4.323164 0.010 0.003 -0.020
C -3.340440 2.566708 1.194148 -0.072 -0.003 0.013
C -1.952876 -3.129369 -0.896009 0.060 -0.053 -0.018
C -3.950058 -1.016057 4.395896 0.014 -0.032 -0.002
Ta -0.299952 -0.520320 0.045030 0.151 -0.322 0.645
H 5.096311 -5.070670 -2.612194 -0.002 0.000 0.002
C 1.533210 2.509646 2.852826 0.032 -0.076 -0.044
H 4.520912 -4.454818 -4.932075 0.002 -0.001 0.003
H 2.494139 -2.356068 2.618915 -0.010 0.003 0.012
C -1.575575 -0.877997 4.087624 -0.108 0.069 -0.074
N 2.286358 -2.234397 0.279307 -0.001 -0.003 0.010
O 0.536425 -1.898765 -1.135727 0.198 0.012 0.088
H -0.946584 -3.514910 -0.942579 -0.005 -0.001 -0.017
H 0.677939 4.274436 3.727784 -0.003 0.000 -0.006
C 1.076630 -1.496344 4.761369 0.053 -0.003 -0.006
H -3.723085 -1.189378 5.444944 -0.013 0.025 0.005
H -3.300735 3.549548 1.637906 0.005 -0.005 0.001
C 4.285806 -4.380324 -2.802058 0.007 -0.011 0.004
C 1.293353 1.455305 1.994692 -0.035 0.106 0.053
C -0.635353 -1.138885 3.067523 -0.065 0.069 -0.028
C 4.455247 1.695911 0.282253 0.023 -0.034 0.057
H -2.875342 -4.934406 -1.564334 0.014 0.006 0.002
C 0.807179 3.024497 -3.984782 0.043 -0.055 -0.019
S 1.779738 0.546362 -1.052143 0.050 -0.049 -0.076
H 4.482030 1.441521 1.342523 -0.028 0.010 -0.002
H -0.180087 4.480501 -1.786163 -0.041 -0.008 0.063
O -2.820658 -0.524042 3.666407 0.007 0.011 0.033
O -1.038194 -1.141311 1.809528 0.138 0.003 -0.380
N 0.165614 2.534968 -2.869553 -0.155 -0.095 0.007
H 2.673716 -2.879269 -5.377244 0.003 0.000 0.006
C -3.400834 0.059983 0.097154 -0.040 0.010 0.022
C 0.159210 -1.226842 5.741599 -0.084 0.032 0.003
H 4.387098 0.784666 -0.304695 -0.014 0.000 0.004
H 2.497221 2.602625 3.332416 -0.002 -0.006 -0.001
C -0.885896 2.146969 1.626381 0.134 -0.021 0.115
H -5.526149 0.334085 -0.070943 -0.004 0.002 -0.002
H 2.097222 -1.758364 5.010095 -0.006 -0.003 0.005
C 1.771179 -2.359008 -0.891442 0.096 -0.023 0.047
H -5.453206 2.627477 0.841306 -0.001 0.001 0.001
H 1.392483 -1.919121 -3.467943 -0.068 0.004 -0.048
C -4.442851 -2.047862 -0.779810 0.004 -0.009 0.004
N 0.115632 1.274768 1.378446 -0.235 -0.079 0.018
H 5.368804 2.225051 0.023963 -0.003 0.000 -0.013
C 0.690574 -1.425238 3.409398 0.072 -0.036 -0.007
H -4.290407 -1.950309 3.947148 0.009 -0.007 0.007
B -0.003158 3.320752 -1.528826 0.262 0.003 -0.037
N 3.313866 2.550743 -0.015996 0.108 0.173 -0.173
N -2.083967 -1.864088 -0.494208 -0.213 0.471 -0.061
C -4.585132 0.764718 0.233140 0.015 -0.005 -0.011
C 0.684334 2.114892 -4.978104 0.008 0.003 0.054
C 3.960305 -4.034464 -4.107901 -0.012 0.010 -0.003
H 2.060626 0.733602 1.760466 0.008 -0.006 0.044
H 0.004715 -0.991373 -4.974750 0.050 -0.004 0.045
C -0.529787 -0.079584 -5.228031 0.022 -0.017 0.003
H 1.021315 2.129020 -5.999030 -0.004 -0.009 0.001
C 2.196856 -2.621953 -3.302617 0.004 -0.003 0.004
C 2.150028 2.171012 -0.584083 -0.135 -0.040 0.063
N 1.379611 -1.589796 1.109881 -0.138 0.008 -0.078
C 1.589232 -1.806372 2.369825 0.063 -0.006 0.043
S -1.361542 0.358139 -2.186719 0.110 -0.216 -0.314
H 4.112614 4.456852 0.586036 0.011 -0.009 -0.019
C -1.165028 -0.904788 5.402671 0.106 -0.034 0.015
C 0.523253 3.428788 3.071074 -0.019 0.041 0.024
C 2.918784 -3.151391 -4.358977 0.000 -0.009 0.001
H -1.510761 3.929711 2.634758 0.003 -0.004 -0.002
N -0.032961 1.055931 -4.459215 -0.050 0.016 -0.079
H 3.817178 -4.107853 -0.721659 0.007 -0.005 -0.006
C -0.700434 3.240379 2.453425 -0.018 0.013 -0.012
C 2.078530 4.343169 -0.294070 0.141 -0.079 0.052
H -5.168691 -3.938123 -1.489516 -0.001 0.001 0.003
H -1.866882 -0.668489 6.190765 0.005 -0.001 0.005
C -3.035422 -3.912896 -1.251531 -0.001 -0.009 0.004
C 2.523042 -2.967693 -1.994839 -0.156 -0.014 -0.061
H -0.392564 0.138037 -6.283216 0.015 0.004 0.004
H -5.423508 -1.601447 -0.727109 -0.006 -0.005 -0.002
N 1.388236 3.250136 -0.760924 -0.144 0.090 -0.178
C -4.545290 2.046673 0.754998 0.061 0.003 0.013
N -2.235682 0.601966 0.465128 -0.047 -0.074 -0.008
H 0.445378 -1.258045 6.783375 0.000 -0.001 -0.002
C -3.321345 -1.324078 -0.421763 0.046 -0.066 0.042
H -0.874358 2.832011 -0.859804 0.077 0.014 -0.148
C 3.282430 3.917173 0.165362 -0.136 -0.039 0.027
C -2.198156 1.796305 1.057446 -0.030 -0.079 0.002
H -1.587675 -0.221967 -5.024865 -0.005 0.008 -0.012
C 3.573263 -3.846353 -1.742328 0.019 -0.005 0.034

***

(2)
20
Properties=species:S:1:pos:R:3:forces:R:3 method="wB97M-V/def2-TZVPD" charge=+1 smiles="C[C@@]1(N)NC=N[C@H]2[NH2+][C@H]21" homo_ev=-13.52
N -0.969632 -1.491184 -0.351969 -1.370 -0.147 -3.473
C -1.465947 1.481770 -0.335652 0.887 -1.061 -0.571
H -1.861251 2.374218 -0.700536 -0.821 1.489 -0.462
H -1.128732 -2.475487 -0.504606 0.310 -0.652 1.113
H 0.088329 -1.542661 1.228488 1.455 0.055 1.769
H 1.173237 -0.836416 -1.838625 1.582 0.248 1.190
C -1.692253 -0.630362 0.594227 -1.754 2.745 1.078
N 1.380360 0.794950 1.370411 -0.287 -0.670 -1.194
N -0.134467 1.369411 -0.520854 1.645 0.325 -0.230
N -2.240782 0.574275 0.064242 -1.225 -0.757 0.532
H 2.326538 -1.254622 -0.417629 0.535 -2.423 1.588
H 1.505499 1.777801 1.393549 0.216 0.863 0.130
C -0.235954 -0.733778 0.642966 0.030 -1.054 0.298
H -0.850669 -1.120240 -1.292568 -0.496 0.480 -0.031
H 2.703392 0.177714 -1.196368 -1.904 -0.819 -0.061
C 0.668885 0.360441 0.144160 2.640 -2.220 0.226
H 0.316316 2.171267 -0.973292 0.021 -0.697 0.471
H 1.042658 0.452815 2.264512 -0.182 0.078 -0.357
H -2.451095 -0.913858 1.369526 1.353 -1.191 -0.877
C 1.825562 -0.536051 -0.939991 -2.636 5.408 -1.140

***

(3)
19
Properties=species:S:1:pos:R:3:forces:R:3 method="wB97M-V/def2-TZVPD" s_squared=2.0078 charge=+1 homo_ev="-9.89 / -13.86" spin_multiplicity=3
H 3.160062 -0.233227 0.104951 0.578 -1.683 1.138
H 1.711987 -0.632048 1.785079 1.621 -0.065 0.251
C -2.455175 1.435527 -0.078404 -0.482 -1.130 -0.587
H -0.709707 -2.695026 -0.056759 -0.610 -0.662 -0.317
C 0.838250 -0.507469 1.231668 -3.374 -0.367 -0.863
H -2.885582 -1.170352 -0.161825 1.273 -0.777 -0.077
H 2.798992 0.384462 -1.531973 -0.174 -0.099 1.373
H -2.869338 1.586374 -1.149371 1.268 -0.136 1.242
S 0.776883 0.628581 -0.201924 2.334 -1.316 0.361
C 2.623841 0.483565 -0.410994 -2.234 -0.965 -4.295
H -2.061186 2.296276 0.423668 0.404 0.826 -0.528
N -1.424945 0.370915 0.069658 -2.343 2.599 0.230
H 2.961210 1.398441 -0.187271 1.396 3.541 1.078
C -1.790846 -0.984355 -0.158994 -4.809 1.427 0.394
C 0.502804 -1.188968 -0.091808 1.073 -0.139 1.198
H -3.447258 1.329002 0.440946 0.860 -1.034 0.011
H -0.049873 -0.450976 1.856695 0.112 0.349 -0.037
H 1.204875 -1.899637 -0.455712 1.295 0.355 -0.571
N -0.749909 -1.749719 -0.398889 1.810 -0.723 -0.001

***

(4)
38
Properties=species:S:1:pos:R:3:forces:R:3 method="wB97M-V/def2-TZVPD" charge=+2 homo_ev="-15.84 / -16.07"
H 4.196526 -1.281595 0.803412 -0.354 0.023 -0.226
C -3.310840 1.450540 0.081817 0.641 0.572 0.285
H -4.794828 -0.091445 -2.042524 0.235 -0.014 0.137
H 2.503726 -1.724694 1.170419 0.379 -0.020 -0.289
H -4.397204 1.456654 0.278481 0.345 -0.247 -0.163
H -3.039320 -1.484388 1.374437 -0.275 -0.094 0.007
P -2.913176 -0.178625 -0.585821 -1.827 -0.463 0.453
P 2.648784 0.121896 -0.418518 1.807 -0.236 -0.126
H 3.306620 -0.836804 -2.533503 0.172 0.060 0.042
C -1.143242 -0.950133 -0.556560 0.454 -1.778 0.440
C 3.566298 1.404220 0.485126 -0.548 0.437 0.036
H 3.712930 2.253735 -0.189004 -0.010 -0.030 0.201
F -1.183588 0.520883 1.967401 1.268 -0.118 -0.907
C 3.481848 0.117087 -2.037215 -0.441 0.035 -0.159
H 4.554927 0.310377 -1.968182 -0.138 -0.036 0.235
H -3.587822 -1.290987 -2.578523 -0.073 0.115 -0.063
C 0.816359 -0.290438 2.771209 1.177 -1.538 1.819
H 3.013684 0.901752 -2.631023 0.174 0.115 -0.188
H -3.321498 0.451347 -2.885747 -0.041 -0.093 0.082
Ga 0.303932 0.570341 -0.639876 1.064 0.706 0.143
O -1.012917 -2.155270 -0.412462 -0.435 3.477 -0.531
C 3.193856 -1.423087 0.371800 -0.512 -0.356 0.272
C 0.178164 0.616893 1.697988 -1.798 2.257 2.766
I 0.500178 -1.119444 -3.337483 -0.314 0.148 0.002
F 0.261968 -0.088832 3.994115 0.499 0.126 -1.806
I -0.009278 3.142709 -0.771013 -0.020 -1.338 -0.553
H -3.682754 -2.326425 -0.062699 -0.065 -0.100 0.208
F 0.630565 -1.606089 2.469859 0.167 1.351 -0.090
H 3.228934 -2.217639 -0.375717 -0.020 0.014 0.067
C -3.670448 -1.383990 0.486257 -0.112 -0.118 0.158
F 2.152010 -0.038086 2.889539 -1.478 -0.262 -0.447
H -2.782184 1.628304 1.027929 -0.309 -0.006 -0.334
H -3.073842 2.270069 -0.607893 -0.024 -0.319 0.083
H -4.687996 -1.083546 0.760162 0.214 -0.078 -0.053
F 0.530702 1.911679 2.029628 -0.224 -2.078 -0.742
C -3.721878 -0.281665 -2.179104 0.387 -0.206 -0.531
H 4.536260 0.992091 0.783388 -0.205 0.057 -0.115
H 3.014554 1.732619 1.369901 0.237 0.034 -0.112

***

(5)
10
Properties=species:S:1:pos:R:3:forces:R:3 method="wB97M-V/def2-TZVPD" s_squared=1.1838 charge=+1 homo_ev="-10.78 / -11.45" spin_multiplicity=2
H -0.808446 0.887305 0.833043 2.954 -0.531 -1.417
H 0.160310 1.708660 -0.488879 0.412 -0.138 -0.307
O 1.111818 -1.184919 -1.121243 -1.236 0.206 0.871
Li 2.480671 1.314311 0.906786 -0.372 -0.081 -0.003
H -1.382194 -0.825461 -0.537692 -3.883 0.449 1.299
C -2.663856 -0.545681 0.038786 3.642 -2.191 -2.864
Mg 2.755120 -2.241115 -0.019981 0.001 0.233 -0.090
C 0.433587 0.830841 0.108838 -3.097 0.438 1.963
C -2.553810 0.385745 0.850856 0.064 1.578 1.444
C 0.466801 -0.329687 -0.570512 1.516 0.037 -0.896

***

(6)
13
Properties=species:S:1:pos:R:3:forces:R:3 method="wB97M-V/def2-TZVPD" charge=-1 homo_ev=-4.41
C 2.776075 -0.371439 -0.684828 3.575 1.485 -1.598
Br -3.181218 1.623802 -1.110266 0.132 0.891 -0.217
H 3.004103 0.555970 -1.350184 -0.994 -1.228 0.947
C -0.139441 0.158003 1.216088 1.236 1.328 -1.585
H -0.110247 -0.903953 1.447163 -0.917 0.400 0.753
H -0.724697 1.060276 1.438309 -0.663 -1.269 0.445
H 3.621994 -1.036013 -0.542103 0.362 -0.331 -0.937
C 0.827481 0.450083 0.352982 2.957 -0.700 -0.153
O -2.303399 -1.140930 -1.059401 1.754 -0.622 -1.025
H 1.182425 1.446854 -0.045480 -1.082 -0.980 0.380
N 1.904067 -0.592675 0.141732 -4.497 1.284 1.731
C -3.018640 -0.600043 -0.315994 -0.900 -0.424 -0.621
O -3.838505 -0.649938 0.511985 -0.962 0.165 1.878

***

(7)
20
Properties=species:S:1:pos:R:3:forces:R:3 method="wB97M-V/def2-TZVPD" smiles="[H]/N=C(/N)NC.CC(=O)O" homo_ev=-9.35
H 3.096834 2.057145 2.433279 -1.032 -0.021 -0.912
O 1.507164 1.208712 -0.373321 0.397 -0.351 0.866
N -2.266323 -1.631935 -0.601732 1.071 0.220 0.191
H -0.919237 0.316034 -1.918954 -3.014 2.005 -4.002
H -2.112231 -2.625442 -0.238279 -0.896 1.905 -1.143
H 3.863915 1.408399 1.081756 -1.402 0.849 -0.628
H 0.842517 0.544866 -0.837472 -0.824 0.231 0.763
H -3.126087 -0.196932 -1.960241 -0.345 -1.466 0.083
C 2.912470 1.997746 1.321200 1.940 0.109 1.449
N -0.262078 -1.147994 0.653132 -1.478 -2.950 0.110
H -2.321871 -1.691120 -2.734464 -1.074 0.867 0.710
H -0.430118 -1.968139 1.227753 -0.178 0.515 -0.099
H -3.964295 -1.972668 -1.995597 1.428 1.612 0.506
O 0.960576 0.782160 1.848445 -0.484 -0.205 -0.483
C -3.013585 -1.317809 -1.898595 1.396 -2.076 -0.009
C -1.024028 -0.920474 -0.445782 -0.728 -1.929 0.862
H 2.968870 3.059479 0.964088 -0.068 -1.215 -0.179
C 1.638941 1.230236 0.946559 2.208 1.714 -0.363
H 0.231677 -0.388210 1.082509 0.220 0.496 0.408
N -0.465124 -0.135582 -1.257925 2.861 -0.309 1.869

***

(8)
69
Properties=species:S:1:pos:R:3:forces:R:3 method="wB97M-V/def2-TZVPD" s_squared=6.0292 charge=+2 homo_ev="-13.44 / -13.70" spin_multiplicity=5
H -5.049419 4.395409 -0.930108 -0.040 0.008 0.000
H -2.892101 1.165568 1.982262 -0.012 -0.009 0.010
H -5.239012 6.969366 -2.094364 -0.008 0.002 0.006
H -1.279982 -3.395313 0.687535 0.005 0.006 0.017
H -4.784022 6.990239 -0.395714 -0.019 0.003 0.004
C 0.295098 2.179765 1.323491 -0.106 0.084 -0.034
H 2.935023 -6.699081 -2.236863 0.005 -0.002 0.011
H -4.031284 -1.413250 0.345270 0.005 0.006 0.006
C -1.465865 4.729821 -2.366817 -0.057 0.100 0.038
C 2.677950 -3.180659 -0.142436 -0.001 0.007 -0.011
C -1.211598 4.042643 1.370727 -0.040 -0.003 -0.012
S 2.688118 -0.498563 -0.371768 -0.110 0.253 0.176
C -2.284701 3.178643 1.646132 0.089 0.046 0.013
H 0.161929 5.964108 -2.990043 0.006 0.012 -0.018
H -1.309064 -0.801786 1.939535 0.001 0.028 -0.013
H 1.640217 -3.798842 -3.811953 -0.001 -0.002 -0.011
H -2.675421 -2.740533 -3.518949 0.011 -0.014 -0.020
H 1.877928 -6.132561 -3.532065 -0.007 -0.013 -0.028
H 3.795919 0.006283 -2.400982 0.008 0.006 -0.015
Os -0.506797 0.487956 -0.483054 0.276 -0.269 0.132
C -1.896894 -2.009164 -3.309168 -0.048 0.008 -0.049
C 0.066626 3.552225 1.201087 -0.033 -0.039 0.056
H -1.696726 -4.254251 -0.811201 -0.018 -0.018 -0.004
C -2.066293 1.830766 1.761906 -0.001 -0.022 -0.016
C -3.296737 3.333228 -1.512316 -0.095 0.157 0.003
C -4.042718 4.485825 -1.320173 0.105 -0.008 0.010
Cl -1.507067 5.727594 1.261071 0.016 -0.028 0.043
H -0.932275 -2.405376 -3.614013 0.051 -0.013 -0.029
C -1.994791 3.476579 -2.019300 0.055 -0.201 -0.109
H 0.674419 4.411653 -2.334778 -0.009 0.016 0.003
C -0.527530 -0.153322 1.557887 -0.069 0.231 -0.097
H -3.821536 7.883833 -1.578438 0.001 0.002 -0.006
C -3.947028 2.009235 -1.248943 0.073 -0.106 0.055
C -0.759293 1.284987 1.642471 -0.015 0.045 0.054
C 2.434252 -2.115065 -1.000784 -0.047 -0.058 -0.174
C -3.908472 -1.603135 -0.718727 -0.074 -0.020 0.028
H 2.966406 -3.008269 0.886486 0.021 0.023 0.029
C 1.923366 -3.621336 -2.782003 -0.003 0.023 -0.006
H 2.764734 -5.306742 0.029513 0.006 -0.029 0.021
O 1.538525 0.397689 -0.938012 0.322 -0.249 -0.101
C -3.543525 5.750375 -1.628313 -0.067 0.003 0.004
H 4.273834 1.094091 -1.053404 -0.011 0.017 0.006
H 0.473281 -0.486994 1.829908 -0.020 -0.022 0.022
H 1.200788 -6.616620 -1.975519 -0.004 -0.010 0.009
C 2.560738 -4.472387 -0.628114 -0.021 -0.017 0.027
Sb -1.868385 -1.627173 -1.237745 -0.066 -0.032 -0.055
C -2.259333 5.846969 -2.148711 0.033 -0.058 -0.006
H -4.411535 -0.828698 -1.291419 -0.043 -0.004 0.002
H -3.275226 3.591560 1.772268 -0.028 0.012 0.000
C 2.041665 -6.115497 -2.457672 0.019 -0.028 0.007
C 2.055841 -2.323248 -2.325379 0.005 -0.003 0.047
H 0.885400 4.228987 1.003262 0.016 0.012 -0.010
C -0.088289 4.907162 -2.938383 0.071 -0.004 -0.023
H -3.256348 1.296847 -0.789321 -0.007 0.039 0.001
C 4.059831 0.069192 -1.347429 0.084 -0.041 -0.040
H -4.327745 -2.576583 -0.965563 -0.035 -0.006 0.003
H 4.909210 -0.573739 -1.118035 0.013 0.004 -0.008
C -1.145342 -3.415061 -0.391673 -0.006 -0.052 0.008
H -0.022476 4.501420 -3.950577 -0.007 -0.024 0.014
Se -0.879218 1.978221 -2.390150 -0.179 0.248 0.138
H -0.089283 -3.515317 -0.629290 0.041 -0.026 0.012
C -4.387957 6.970288 -1.411438 0.028 -0.006 0.003
C 2.180917 -4.713707 -1.946908 -0.023 0.033 -0.048
H 1.313459 1.810731 1.291964 -0.012 -0.011 -0.020
H -4.311285 1.565418 -2.178793 0.020 -0.002 -0.026
H -2.103010 -1.087849 -3.849990 -0.003 -0.003 0.000
H -4.799861 2.130253 -0.582999 -0.034 -0.012 -0.010
H 1.875892 -1.484273 -2.987651 -0.004 0.008 -0.001
H -1.855119 6.823263 -2.384224 -0.001 0.028 -0.016

***

Energy above the lowest of the compared OMol25 structures with the same formula, charge and spin / kcal per mole: 5.87 80.60 66.79 16.23 193.45 29.64 40.10 0.00